(1)
{"formula": "C21H22N4O4S", "method": "wB97M-V/def2-TZVPD", "species": ["O", "C", "C", "C", "C", "O", "N", "C", "C", "N", "C", "S", "N", "C", "C", "C", "C", "C", "C", "N", "C", "C", "C", "C", "C", "C", "O", "C", "C", "O", "H", "H", "H", "H", "H", "H", "H", "H", "H", "H", "H", "H", "H", "H", "H", "H", "H", "H", "H", "H", "H", "H"], "xyz": [[-0.845, -1.182, 0.554], [-0.777, -1.612, -0.581], [-1.979, -1.622, -1.513], [-2.056, -0.292, -2.295], [-0.818, -0.128, -3.162], [-0.322, -1.080, -3.737], [-0.316, 1.112, -3.293], [-0.770, 2.247, -2.532], [-1.259, 1.746, -1.171], [-2.337, 0.814, -1.400], [-3.630, 1.068, -1.083], [-4.896, 0.354, -1.888], [-3.936, 1.988, -0.127], [-3.290, 2.303, 1.079], [-2.347, 1.469, 1.672], [-1.770, 1.836, 2.874], [-2.127, 3.019, 3.500], [-3.083, 3.838, 2.921], [-3.664, 3.484, 1.719], [0.348, -2.089, -1.166], [1.643, -2.169, -0.643], [2.668, -2.543, -1.512], [3.966, -2.632, -1.058], [4.269, -2.363, 0.271], [3.239, -2.022, 1.151], [1.933, -1.915, 0.690], [3.470, -1.787, 2.482], [4.729, -2.248, 2.918], [5.814, -1.834, 1.925], [5.582, -2.438, 0.673], [-1.917, -2.443, -2.226], [-2.889, -1.722, -0.921], [-2.911, -0.374, -2.988], [0.477, 1.210, -3.911], [0.054, 2.951, -2.404], [-1.592, 2.758, -3.051], [-1.605, 2.584, -0.571], [-0.442, 1.243, -0.643], [-4.914, 2.250, -0.156], [-2.073, 0.531, 1.217], [-1.042, 1.179, 3.325], [-1.673, 3.297, 4.439], [-3.379, 4.755, 3.407], [-4.415, 4.118, 1.268], [0.284, -2.307, -2.156], [2.442, -2.751, -2.547], [4.771, -2.909, -1.719], [1.159, -1.641, 1.386], [4.899, -1.804, 3.900], [4.718, -3.343, 3.005], [6.800, -2.167, 2.252], [5.809, -0.740, 1.821]], "atomic_forces_ev_per_a": [[0.04, 0.15, 0.42], [-0.34, -0.29, -0.53], [0.06, 0.19, -0.03], [-0.16, -0.76, -0.08], [0.06, 0.32, -0.02], [-0.09, -0.38, -0.22], [0.28, 0.14, -0.20], [-0.33, 0.16, 0.35], [0.37, 0.52, -0.14], [-0.27, 0.17, 0.25], [-0.13, -0.05, -0.33], [-0.55, -0.26, -0.17], [-0.10, 0.33, -0.04], [0.28, 0.09, 0.48], [-0.17, 0.01, -0.12], [0.00, 0.07, 0.02], [0.05, 0.03, 0.11], [-0.01, -0.02, 0.05], [0.02, -0.09, -0.13], [0.08, -0.23, -0.28], [0.35, 0.05, 0.34], [-0.06, 0.04, 0.04], [0.01, 0.05, 0.29], [-0.05, 0.10, 0.06], [0.16, -0.13, -0.20], [0.05, 0.02, 0.12], [-0.31, 0.13, -0.26], [0.57, -0.11, -0.10], [-0.18, 0.14, 0.50], [-0.16, -0.19, -0.27], [-0.03, 0.01, 0.01], [0.08, 0.01, -0.05], [0.32, 0.06, 0.11], [-0.08, -0.13, 0.03], [-0.05, -0.07, 0.01], [0.12, 0.05, 0.13], [0.08, -0.11, -0.08], [-0.04, 0.11, 0.04], [0.20, -0.18, -0.08], [0.04, -0.13, -0.09], [0.08, -0.07, 0.05], [0.04, 0.02, 0.08], [-0.03, 0.07, 0.04], [-0.05, 0.08, -0.07], [-0.16, 0.12, 0.19], [-0.02, -0.02, -0.14], [0.10, -0.02, -0.10], [-0.05, 0.01, 0.04], [0.04, -0.07, -0.08], [-0.01, 0.11, 0.03], [-0.09, 0.06, 0.03], [0.03, -0.11, 0.01]], "mulliken_charge": [-0.627, 0.425, -1.163, -0.309, -0.087, -0.723, -0.053, -0.927, -0.517, 0.171, 0.284, -0.395, -0.023, -0.071, 0.112, -0.719, -0.514, -0.536, -0.532, 0.009, 0.391, -0.665, -0.905, 0.410, 0.345, -0.462, -0.440, -0.462, -0.459, -0.473, 0.454, 0.489, 0.658, 0.294, 0.468, 0.303, 0.625, 0.091, 0.336, 0.562, 0.464, 0.393, 0.376, 0.424, 0.228, 0.414, 0.427, 0.650, 0.343, 0.290, 0.339, 0.289], "e_above_lowest_kj_mol": 104.19, "energy_ev": -47121.0275, "charge": 0, "homo_lumo_gap_ev": 8.40, "homo_ev": -7.9, "largest_force_ev_per_a": 0.79, "smiles": "O=C(C[C@@H]1C(=O)NCCN1C(=S)Nc1ccccc1)Nc1ccc2c(c1)OCCO2"}

---

(2)
{"formula": "C21H23Br2MnN2O2S", "method": "wB97M-V/def2-TZVPD", "species": ["Mn", "Br", "C", "C", "C", "N", "C", "C", "C", "C", "C", "Br", "C", "C", "N", "H", "H", "H", "H", "H", "H", "C", "C", "C", "O", "H", "H", "H", "H", "H", "H", "H", "C", "C", "C", "C", "C", "C", "C", "S", "C", "O", "H", "H", "H", "H", "H", "H", "H", "H", "H", "H"], "xyz": [[1.023, -0.538, -0.318], [-5.298, -1.044, -2.198], [-3.495, -0.957, -1.752], [-2.608, -0.230, -2.537], [-1.284, -0.175, -2.153], [-0.839, -0.804, -1.060], [-1.688, -1.536, -0.309], [-3.026, -1.629, -0.623], [-1.049, -2.222, 0.839], [-1.694, -3.126, 1.657], [-0.972, -3.731, 2.685], [-1.805, -4.957, 3.805], [0.371, -3.416, 2.857], [0.944, -2.499, 2.000], [0.253, -1.911, 1.015], [-2.939, 0.282, -3.429], [-0.539, 0.375, -2.714], [-3.708, -2.208, -0.018], [-2.732, -3.381, 1.505], [0.960, -3.875, 3.637], [1.986, -2.220, 2.089], [2.979, 1.035, -3.524], [2.944, 0.381, -2.159], [3.547, -1.011, -2.145], [1.554, 0.299, -1.760], [4.014, 1.166, -3.841], [2.504, 2.015, -3.500], [2.471, 0.413, -4.261], [3.454, 1.015, -1.426], [3.022, -1.660, -2.847], [3.515, -1.452, -1.142], [4.597, -0.983, -2.434], [-3.614, 2.325, 0.604], [-2.186, 2.018, 0.939], [-1.867, 1.301, 2.094], [-0.551, 1.034, 2.430], [0.469, 1.490, 1.593], [0.175, 2.214, 0.434], [-1.148, 2.472, 0.121], [2.109, 0.985, 2.000], [3.107, 2.410, 1.622], [2.470, -0.019, 0.854], [-4.277, 1.518, 0.914], [-3.744, 2.503, -0.463], [-3.932, 3.228, 1.129], [-2.662, 0.962, 2.746], [-0.312, 0.485, 3.333], [0.959, 2.574, -0.220], [-1.380, 3.045, -0.768], [2.955, 2.720, 0.591], [4.142, 2.117, 1.788], [2.826, 3.199, 2.320]], "atomic_forces_ev_per_a": [[0.00, -0.07, 0.14], [-0.02, 0.00, 0.00], [0.05, -0.02, 0.04], [0.02, 0.00, 0.01], [-0.07, 0.00, -0.01], [0.06, -0.02, 0.01], [-0.02, -0.02, 0.00], [0.02, 0.04, -0.06], [0.00, -0.03, 0.03], [0.05, 0.03, -0.01], [0.01, 0.04, -0.04], [-0.01, -0.02, 0.02], [0.03, 0.02, -0.01], [-0.05, -0.06, 0.04], [0.02, 0.09, -0.07], [0.00, 0.00, 0.00], [0.00, 0.00, 0.00], [-0.01, 0.00, 0.00], [-0.01, 0.00, 0.00], [0.00, -0.01, 0.00], [0.00, 0.00, 0.01], [0.05, -0.01, -0.01], [-0.10, 0.01, 0.05], [0.08, -0.01, -0.01], [0.00, 0.09, -0.10], [-0.01, 0.00, -0.01], [-0.01, 0.01, 0.00], [-0.01, -0.01, 0.00], [0.04, -0.01, -0.03], [-0.02, -0.01, 0.00], [-0.02, -0.01, -0.01], [-0.01, 0.02, 0.00], [-0.01, 0.00, -0.02], [0.02, 0.02, -0.03], [0.02, -0.03, 0.04], [-0.01, 0.05, -0.03], [-0.09, 0.03, -0.06], [0.03, 0.01, 0.03], [-0.01, -0.04, 0.03], [0.16, 0.01, 0.06], [-0.05, -0.01, -0.01], [-0.11, -0.07, -0.04], [-0.01, 0.00, 0.01], [-0.01, 0.00, 0.00], [-0.01, 0.00, 0.00], [0.00, -0.01, 0.00], [0.00, 0.00, 0.02], [-0.01, 0.01, 0.01], [0.00, 0.00, -0.01], [0.01, 0.00, 0.00], [0.00, -0.01, 0.00], [0.00, 0.00, 0.01]], "mulliken_charge": [0.273, -0.028, -0.393, -0.604, -0.357, -0.062, 0.473, -0.486, 1.080, -0.687, -0.201, -0.043, -0.929, -0.213, 0.492, 0.524, 0.547, 0.539, 0.544, 0.478, 0.585, -1.522, 0.778, -1.396, -0.317, 0.447, 0.366, 0.346, 0.122, 0.334, 0.275, 0.447, -1.746, 0.764, -0.652, -0.691, 0.662, 0.161, -0.963, 0.474, -1.016, -0.413, 0.415, 0.380, 0.397, 0.491, 0.502, 0.171, 0.470, 0.248, 0.465, 0.466], "e_above_lowest_kj_mol": 0.00, "s_squared": 6.05, "energy_ev": -211452.9330, "charge": 2, "homo_lumo_gap_ev": [8.46, 8.41], "homo_ev": [-15.7, -15.7], "largest_force_ev_per_a": 0.17, "multiplicity": 5}

---

(3)
{"formula": "C21H23ClMoN2O2P", "method": "wB97M-V/def2-TZVPD", "species": ["Mo", "Cl", "C", "O", "P", "C", "C", "C", "C", "C", "C", "C", "C", "H", "H", "H", "H", "H", "C", "C", "C", "C", "C", "H", "H", "H", "H", "H", "C", "C", "C", "C", "C", "H", "H", "H", "H", "H", "H", "H", "C", "N", "C", "N", "O", "H", "H", "H", "H", "H", "H"], "xyz": [[0.902, -0.171, 1.167], [3.076, -0.543, 0.484], [1.077, 1.808, 1.564], [1.099, 2.977, 1.744], [-0.325, -0.118, -0.718], [-2.122, 0.098, -0.706], [0.294, 1.233, -1.802], [0.080, -1.611, -1.696], [1.470, 1.068, -2.556], [1.947, 2.107, -3.351], [1.331, 3.360, -3.287], [0.262, 3.579, -2.405], [-0.235, 2.518, -1.636], [2.033, 0.129, -2.558], [2.768, 1.911, -4.047], [1.677, 4.168, -3.932], [-0.211, 4.562, -2.334], [-1.028, 2.700, -0.897], [-2.762, 0.615, 0.434], [-4.155, 0.739, 0.449], [-4.897, 0.342, -0.681], [-4.259, -0.195, -1.812], [-2.871, -0.335, -1.806], [-2.180, 0.897, 1.316], [-4.649, 1.150, 1.343], [-5.981, 0.457, -0.677], [-4.804, -0.510, -2.711], [-2.377, -0.797, -2.663], [-0.106, -1.586, -3.085], [0.134, -2.732, -3.848], [0.682, -3.867, -3.225], [0.981, -3.858, -1.858], [0.679, -2.727, -1.097], [-0.432, -0.675, -3.601], [-0.138, -2.717, -4.910], [0.864, -4.773, -3.812], [1.427, -4.731, -1.373], [0.940, -2.723, -0.029], [-0.410, -0.132, 1.994], [-0.143, -1.481, 1.667], [3.150, -0.882, 5.690], [1.984, -0.049, 5.725], [1.416, 0.269, 4.587], [0.308, 1.079, 4.648], [1.859, -0.122, 3.490], [3.221, -1.184, 4.620], [3.008, -1.769, 6.300], [4.052, -0.336, 5.957], [1.680, 0.405, 6.573], [-0.309, 1.102, 3.819], [-0.010, 1.350, 5.542]], "atomic_forces_ev_per_a": [[8.61, -3.73, 1.27], [-1.15, 0.44, 0.56], [-1.42, 8.48, 1.74], [0.34, -6.94, -1.09], [-1.46, -0.22, -4.41], [0.07, 0.86, 3.00], [0.75, 0.14, 1.30], [0.34, 0.15, 0.39], [0.35, -0.35, -0.42], [-0.27, -0.24, 0.07], [-0.26, 0.01, -0.06], [-0.27, -0.31, 0.23], [-0.21, 0.81, -0.14], [-0.44, 0.20, -0.05], [-0.17, 0.21, 0.41], [-0.06, -0.17, 0.24], [0.27, -0.34, 0.00], [0.17, -0.01, -0.53], [1.84, -0.62, -1.05], [-0.29, 0.36, 0.70], [-0.51, -0.79, -2.10], [-1.32, 0.48, 0.76], [-0.51, -0.32, -1.06], [-0.27, -0.06, -0.37], [0.11, -0.23, -0.53], [0.25, -0.05, 0.01], [0.00, 0.18, 0.57], [-0.14, 0.15, 0.24], [-0.26, -0.14, -0.64], [-0.02, 0.16, 0.42], [-0.22, -0.01, -0.11], [-0.06, 0.25, 0.04], [-0.10, -0.31, 0.15], [0.02, -0.39, 0.25], [0.37, -0.12, 0.45], [-0.01, 0.36, 0.21], [-0.13, 0.33, -0.25], [-0.26, -0.16, -0.35], [-2.67, 0.76, 1.93], [0.00, 1.38, -0.09], [0.79, -0.76, -0.96], [0.09, 0.24, 0.01], [-2.25, 1.55, 1.10], [0.54, -0.67, -1.95], [-0.49, -0.77, -3.45], [0.39, -0.07, 1.06], [0.12, 0.04, 0.16], [-0.04, -0.07, 0.16], [0.01, -0.15, 0.08], [0.63, 0.08, 1.37], [-0.77, 0.38, 0.70]], "mulliken_charge": [-0.828, -0.150, 0.556, -0.158, 2.121, 0.536, 0.584, 0.964, -0.340, -0.767, -0.444, -0.785, -0.194, 0.406, 0.452, 0.451, 0.455, 0.379, -0.056, -0.617, -0.454, -0.768, -0.172, 0.334, 0.469, 0.458, 0.481, 0.383, -0.462, -0.914, -0.517, -0.834, -0.362, 0.457, 0.439, 0.435, 0.459, 0.177, 0.129, 0.354, -0.769, -0.174, 0.842, -0.296, -0.578, 0.236, 0.311, 0.327, 0.208, 0.025, 0.208], "s_squared": 2.03, "energy_ev": -52859.8661, "charge": 3, "homo_lumo_gap_ev": [5.22, 3.85], "homo_ev": [-17.9, -17.9], "largest_force_ev_per_a": 9.47, "multiplicity": 3}